Record 1
Molecular formula: C24H65N3O9
Method: DFT, ωB97M-V/def2-TZVPD

Each line ends with the Löwdin spin population.
Element x y z (Å)
1 H -4.5705 2.0938 0.0654  0.0001
2 H 3.2230 0.8555 -1.3206  0.0000
3 O -0.4587 -6.0391 0.8021  0.0000
4 H -3.8440 -1.2437 -0.2749  0.0000
5 O 4.4162 -0.7230 -0.8114  0.0000
6 H 0.3088 -0.3344 1.3775  0.0000
7 C 3.9407 2.1691 7.1573  0.0000
8 H 0.1083 -3.5690 0.4717  0.0000
9 O -0.4621 2.6568 0.2604  0.0001
10 H 3.1601 0.5500 3.3054  0.0000
11 H 6.3629 -4.8706 -6.4384  0.0000
12 N 2.9814 -2.1362 5.0862  0.0000
13 H -5.1936 -0.1505 1.0877  0.0000
14 H 3.0758 2.2858 7.8104  0.0000
15 H -1.1541 -3.5353 1.6170  0.0000
16 C 4.8189 -4.7935 -4.0479  0.0000
17 H -2.9720 2.0748 0.9082  0.0000
18 H -7.7686 2.2011 -4.5879  0.0009
19 H -4.3398 2.4972 -4.8184  0.0539
20 H 2.6147 -2.8207 -0.7498  0.0000
21 H -5.5782 4.0959 -3.4805  0.0167
22 H 4.5186 -0.9025 4.6619  0.0000
23 H 4.6087 -4.8020 -6.5352  0.0000
24 C 0.1520 -5.2009 1.7934  0.0000
25 O -3.4565 -0.3772 -0.1311  0.0001
26 O -1.9051 1.7618 -4.1389  -0.0001
27 H -1.9428 -0.3851 -3.9721  0.0000
28 H 3.1029 0.4679 0.3203  0.0000
29 C 4.3844 -2.0318 -0.1779  0.0000
30 H -0.1063 1.0724 2.2371  0.0000
31 H 1.6408 -0.2377 3.7256  0.0000
32 H 3.3051 -2.6035 4.2513  0.0000
33 H -3.3571 3.8758 -4.2392  0.0044
34 H -5.4021 1.6617 -1.8110  0.0122
35 C -0.0906 -3.7567 1.5268  0.0000
36 O 0.8619 3.8479 2.3987  0.0000
37 C -8.5251 2.8356 -4.1262  0.0014
38 H 5.3911 -2.3478 0.0957  0.0000
39 H 3.5538 -2.5390 5.8143  0.0000
40 H -0.8423 0.8612 -0.6886  0.0000
41 C -3.8886 2.9704 -3.9463  0.0973
42 H 0.2587 3.1631 2.1007  0.0000
43 H 5.6659 -3.2405 -6.8085  0.0000
44 C -0.1231 1.3011 0.0023  0.0000
45 H 0.5180 -3.1367 2.1850  0.0000
46 C 3.2116 -0.0073 -0.6546  0.0000
47 H 4.2033 3.1641 6.7982  0.0000
48 H 4.8279 -5.1156 -1.9858  0.0000
49 H 0.2283 5.0463 0.9750  0.0000
50 H -1.0069 5.2030 3.6516  0.0000
51 C -4.1601 0.1826 0.9923  0.0000
52 C 3.4475 -0.8067 4.8397  0.0000
53 H 4.7703 1.7082 7.6934  0.0000
54 C -1.2908 0.4617 -3.7578  0.0004
55 C -5.8794 2.1913 -2.6355  0.0580
56 H 1.2133 -5.4235 1.9039  0.0000
57 H -3.6474 -0.0797 1.9177  0.0000
58 H -9.0259 3.3295 -4.9588  0.0000
59 C 2.7093 -0.4019 3.5860  0.0000
60 H 4.1156 -2.4772 -2.7255  0.0000
61 O 5.4666 -3.8862 -4.8940  0.0000
62 H 5.2965 -5.7700 -4.1270  0.0000
63 C -1.1419 5.1298 2.5724  0.0000
64 H -0.3181 -5.4685 2.7397  0.0000
65 H 3.7722 -5.0154 -4.2558  0.0000
66 C 4.9357 -4.2313 -2.6139  0.0000
67 N 3.8029 -3.3255 -2.2754  0.0000
68 H -3.4521 1.3200 -2.6728  -0.0001
69 C -3.9942 1.6964 0.9008  0.0002
70 H -0.3121 0.3622 -4.2271  0.0000
71 H -1.6111 6.1021 2.4221  0.0000
72 C 3.1309 0.1831 6.0823  0.0000
73 H -0.3307 -6.8783 1.2503  0.0000
74 H -0.9479 0.2825 -2.7387  0.0000
75 C 0.2397 5.0648 2.0648  0.0000
76 H 2.0854 0.3729 6.3251  0.0000
77 H 3.5288 -0.1536 7.0396  0.0000
78 H -1.6660 4.2319 2.2449  0.0000
79 C 3.6422 -3.1716 -0.8461  0.0000
80 H -6.1367 1.4644 -3.4059  0.0258
81 H -2.2627 2.5899 -2.5800  0.0022
82 C -7.1813 2.8305 -2.0383  0.0012
83 H 3.4911 -4.1576 -0.4066  0.0000
84 C -2.9396 2.0785 -3.2644  0.0186
85 H 5.9001 -3.7624 -2.4187  0.0000
86 H -0.7496 3.0221 -0.5796  0.0001
87 O -7.9729 3.5011 -3.0288  0.0100
88 H 0.9311 1.3594 -0.2686  0.0000
89 H 4.0427 -1.9299 0.8521  0.0000
90 C 5.5020 -4.2097 -6.3374  0.0000
91 H -4.4408 2.1534 1.7839  0.0000
92 O 3.7271 1.4277 5.9478  0.0000
93 N -5.0131 3.3280 -3.1474  0.6963
94 H -6.8379 3.6002 -1.3471  0.0001
95 H 2.2612 -0.4478 -0.9559  0.0000
96 H 0.7747 5.9866 2.2932  0.0000
97 C -0.3559 0.5280 1.3263  0.0000
98 H -9.2072 2.1120 -3.6800  0.0001
99 H -7.8273 2.1676 -1.4627  -0.0002
100 H -1.3516 0.0902 1.3963  0.0000
101 H 2.8118 -1.0733 2.7335  0.0000

Calculated values
Multiplicity ... 2
Charge ... +1
HOMO energy (alpha / beta) ... -10.11 / -10.11 eV
LUMO level (alpha / beta) ... -0.1000 / -0.2875 Ha

---

Record 2
Molecular formula: C46H57BKN8O2PS4
Method: DFT, ωB97M-V/def2-TZVPD

Each line ends with the Mulliken charge.
Element x y z (Å)
1 C -1.8389 3.6785 -2.9616  -0.1319
2 C -0.0395 -4.4616 2.6004  0.2219
3 O -3.0589 1.9461 1.1522  -0.5750
4 C 5.1536 1.5595 -2.3688  -0.4571
5 H -4.4520 0.7782 -1.2519  0.3434
6 S 0.5611 -3.7163 4.0057  -0.4718
7 C -2.1394 3.9860 1.9888  0.3083
8 N 1.7531 -3.2439 -0.4687  0.5039
9 H 0.6988 -1.9521 -5.6193  0.4637
10 S 1.3662 -0.9376 1.6148  0.7265
11 H 3.3306 -1.9438 -3.0078  0.4659
12 C -3.5732 -5.7968 2.8080  -2.1342
13 S -0.8884 -2.5217 -0.6940  -0.3073
14 H -1.1651 7.7184 1.7469  0.3246
15 C 0.7362 -2.6573 -1.1630  0.1486
16 C -1.9948 -5.8585 4.7198  -1.6007
17 C -2.5808 2.5454 2.1506  -0.0782
18 H 5.8678 -0.0549 -1.1097  0.4704
19 C 1.1284 -2.3671 -4.7072  -1.9579
20 H 2.4300 1.0191 2.9677  0.5674
21 H 5.1519 -1.2941 5.4009  0.4219
22 H 0.9004 0.4116 -4.5275  0.5468
23 C 2.5576 -1.9274 2.2544  -1.3562
24 H -3.4012 -6.8626 2.6499  0.4351
25 C -6.3090 1.5984 -1.9181  -0.6360
26 B 1.9291 -4.0511 0.8694  0.0829
27 C -4.9200 3.9586 -2.2729  -0.4182
28 H 3.4191 -1.3528 5.7630  0.3549
29 S 0.2376 3.1588 0.7343  0.0407
30 H 4.1693 -4.7359 2.3618  0.5298
31 C 4.3529 -2.7563 3.3015  -0.0681
32 H -3.9117 4.6596 2.9544  0.4159
33 C -4.2302 2.8330 -1.8200  -0.0848
34 O -2.3725 2.0186 3.2654  -0.7748
35 C -0.6036 5.6971 1.3335  -0.6403
36 C -1.4520 6.6741 1.8227  -0.5998
37 H -4.4133 -5.6931 3.4947  0.4636
38 H -6.8465 0.6711 -1.7593  0.3735
39 H 2.6481 -4.9905 0.5726  -0.2475
40 C 1.3100 -0.0808 -3.6438  -1.1296
41 H 3.0158 1.4319 4.5853  0.5303
42 C 2.9303 -3.0290 -1.1478  -1.9842
43 C -2.2072 3.2327 -4.2282  -0.2940
44 C -6.9754 2.7187 -2.3880  -0.4242
45 C 5.0333 0.5711 -1.3962  -1.2037
46 C -1.2428 -5.8131 1.2805  0.0285
47 C -0.9110 4.7106 -2.8677  -0.4402
48 H -1.9210 -3.0904 4.1344  0.3036
49 H -3.8536 -5.3340 1.8626  0.4621
50 C -0.3597 5.2805 -4.0076  -0.3626
51 C -0.7969 -1.3659 -3.5246  -2.1930
52 H -0.6135 5.0520 -1.8811  0.4331
53 H 5.3585 1.1687 3.7316  0.4518
54 H 4.1273 3.1169 -3.4419  0.4374
55 H -2.8535 -5.8618 5.3937  0.4473
56 N 1.3021 -2.1098 -2.2975  0.7262
57 H 1.0467 0.5153 -2.7702  -0.0509
58 C 3.7896 0.4071 -0.8037  -0.0953
59 C 4.0622 2.3352 -2.6956  -1.2785
60 H 4.3153 0.1668 5.9072  0.4660
61 H -3.3345 7.0708 2.7985  0.3533
62 C 2.6645 -2.3363 -2.2651  0.1451
63 H -0.3012 5.2638 -6.1538  0.3527
64 N 3.5446 -1.6362 3.1588  1.1871
65 N 1.7070 2.7979 -2.2984  0.4076
66 H -1.2915 -2.3261 -3.4144  0.4668
67 H 1.8051 3.6876 -2.7577  0.2872
68 C -1.6602 3.7943 -5.3701  -0.6970
69 H 1.0458 2.8121 -1.5164  -0.6581
70 H 0.7496 -3.3814 -4.5758  0.3861
71 C 2.6950 0.6134 3.9365  -2.2887
72 C -2.3637 -5.1045 3.4416  1.3616
73 H 3.6128 -0.3542 -0.0508  0.2813
74 H 0.3615 6.0849 -3.9133  0.4471
75 C -0.0980 -5.5072 0.6486  -1.4994
76 C -0.9099 4.3303 1.3911  0.4130
77 H 2.3963 -0.0870 -3.7357  0.2719
78 H 1.8008 0.1613 4.3594  0.3660
79 C -1.9178 1.2645 -1.6859  -0.9040
80 H 5.8958 -0.4051 3.1203  0.3289
81 C 5.0480 0.2800 3.1806  -1.4638
82 H -1.0599 -0.9286 -4.4921  0.5537
83 H -8.0361 2.6748 -2.6055  0.3463
84 H -1.1587 -0.7184 -2.7362  0.2278
85 C -4.9501 1.6565 -1.6386  -0.2396
86 H -2.3508 0.9557 -2.6422  0.7341
87 H 4.7701 0.5844 2.1711  0.2053
88 N 0.6260 -4.6483 1.4376  0.2677
89 H -1.1483 -5.3883 5.2111  0.2879
90 C 4.2118 -0.7477 5.3241  -1.8656
91 H 0.3436 5.9770 0.8846  0.3973
92 N 2.7481 -3.2202 1.8686  0.2513
93 C -2.9820 4.9693 2.4899  -0.3765
94 C -2.6585 6.3173 2.4095  -0.6144
95 H -2.0749 -6.3963 0.9457  0.4661
96 C -2.7532 -3.6516 3.7197  -1.5768
97 C 0.7220 -1.4905 -3.5172  1.7229
98 H -0.8295 1.2444 -1.7582  -0.6653
99 H 3.8690 -3.3666 -0.7487  0.6054
100 C 3.8526 -3.7201 2.5077  -1.8702
101 H 5.2000 -2.7739 3.9578  0.5048
102 H -1.9578 3.4312 -6.3474  0.3802
103 H -3.5841 -3.6330 4.4276  0.4672
104 C 2.8487 2.0950 -2.0246  0.4438
105 H 6.1029 1.7271 -2.8673  0.3663
106 H -4.3840 4.8932 -2.4026  0.3409
107 H -2.2180 0.5256 -0.9475  0.7211
108 C 3.8543 -0.3762 3.8798  1.6089
109 H -2.9396 2.4384 -4.3226  0.3226
110 P -2.4565 3.0030 -1.3479  1.0173
111 C -6.2714 3.9043 -2.5629  -0.5357
112 N -1.2347 -5.1302 2.4842  0.4853
113 H -1.7355 -6.8927 4.4827  0.3895
114 N 2.7258 1.1336 -1.1099  0.6675
115 H 2.2092 -2.4169 -4.8345  0.3983
116 H -3.0765 -3.1701 2.7954  0.3892
117 H 0.2433 -5.7810 -0.3314  0.5028
118 C -0.7310 4.8223 -5.2620  -0.4441
119 K -1.1628 0.5222 1.4390  0.7030
120 H -6.7807 4.7927 -2.9195  0.3688

Calculated values
Relative energy (zero: lowest compared OMol25 entry of this formula, charge and spin) ... 150.4 kJ/mol
Charge ... -2
HOMO energy ... -1.53 eV
LUMO level ... 0.1466 Ha

---

Record 3
Molecular formula: C35H37N3O5
Method: DFT, ωB97M-V/def2-TZVPD

Each line ends with the Mulliken charge.
Element x y z (Å)
1 H -5.6752 5.9725 4.2647  0.3790
2 H 1.0669 -3.0385 1.3976  0.4307
3 H 6.2931 1.0363 1.5128  0.4049
4 C 3.7282 -2.0075 0.0043  -0.5166
5 H -6.8006 4.6286 6.0004  0.3793
6 O -4.1990 -0.0242 -2.0699  -0.6932
7 C -3.2262 -0.1181 -1.3428  0.4594
8 C 5.6895 1.1735 0.6074  -0.8735
9 C 2.4453 2.0581 -1.8965  -1.4526
10 C 2.4715 -1.6766 0.4903  0.7588
11 C 3.3058 0.4973 1.0944  -1.0826
12 C 1.3285 -2.6490 0.3990  -1.4431
13 C 4.7594 -3.0837 -3.7439  -0.7277
14 H 1.2940 -0.1619 1.4243  0.5380
15 O -2.0123 -2.0145 -0.5045  -0.3505
16 H -1.0218 -3.5873 0.2216  0.3558
17 H -1.7239 -0.5618 -3.5155  0.5412
18 C 2.1303 -2.3893 -3.2605  -0.0512
19 H -4.8838 1.5275 -0.5518  0.4750
20 C -4.4017 4.3740 3.6365  -0.3614
21 C -4.0489 1.6061 0.1450  -0.9489
22 H -0.6157 -2.7551 -3.9639  0.8028
23 N -2.9979 0.7196 -0.3117  0.1640
24 H -3.6785 2.6369 0.1454  0.3382
25 C -2.3118 0.2867 1.9763  -1.3172
26 C 4.4949 -1.7959 -3.3141  -0.7315
27 C -2.9434 2.4202 2.9897  -0.5877
28 H 1.8961 1.7974 -0.9945  0.1994
29 H 0.5791 0.3251 -2.2365  0.6089
30 H 3.1000 2.9006 -1.6897  0.3754
31 H -1.0851 0.0279 0.2034  -0.6671
32 H 1.7411 2.3375 -2.6775  0.4352
33 O 0.2115 -1.9743 -0.1475  0.3706
34 C -4.6658 2.3008 4.8038  -0.2327
35 C 4.5615 0.1711 0.5981  0.4149
36 C -4.0274 3.0514 3.8237  0.2880
37 C 2.2722 -0.4194 1.0461  -0.2051
38 C 4.7642 -1.0945 0.0654  -0.1548
39 H 6.0582 1.0638 -1.2891  0.4381
40 C 0.9025 -1.7166 -2.9225  -0.0688
41 C -2.1730 -1.1668 -1.5771  0.5521
42 H -5.2297 1.8733 1.9460  0.4703
43 H -2.6467 3.1183 2.1895  0.2719
44 C 3.2920 0.8933 -2.3415  1.0166
45 H 3.1390 1.4772 1.5203  0.3872
46 H -4.9177 0.1825 1.5044  0.3812
47 H -3.9147 4.9678 2.8750  0.3482
48 H -1.4677 0.3041 2.6689  0.3452
49 C 3.1740 -1.4601 -3.0704  -0.2345
50 H 3.9840 -5.0036 -4.2822  0.4122
51 H 0.2233 -4.0836 -1.8966  0.5056
52 C 1.2353 -0.4565 -2.5595  -0.9871
53 N -3.3730 1.1216 2.4982  0.2022
54 C -1.8527 0.7069 0.5693  0.6783
55 H 1.6299 -4.3921 -3.8743  0.5323
56 O 6.5751 1.0262 -0.4684  -0.5858
57 H -1.4361 1.7224 0.6015  0.1761
58 C 3.7382 -4.0096 -3.9387  -0.9426
59 C -0.4731 -2.3172 -2.9680  1.3262
60 H -1.5310 -4.0215 -2.1543  0.4576
61 H 1.6178 -3.4979 -0.2335  0.3661
62 C -0.8605 -2.8023 -0.5377  -0.4013
63 H 5.2871 -1.0803 -3.1750  0.5500
64 O 4.4997 0.9675 -2.4365  -0.7229
65 H -2.6920 -0.7380 1.9155  0.4212
66 C -1.5208 -1.2698 -2.7298  -1.5320
67 H 3.8977 -2.9825 -0.4296  0.3118
68 C -5.3935 4.9411 4.4189  -0.6084
69 H -4.3786 1.2693 4.9382  0.3851
70 H -6.1519 2.2719 6.3391  0.3824
71 H 5.7806 -3.3750 -3.9377  0.4498
72 H 5.2713 2.1924 0.6340  0.2914
73 C 2.4193 -3.6745 -3.7057  -0.0419
74 H -2.0658 2.2527 3.6242  0.4382
75 C -0.6459 -3.4278 -1.9202  -1.2453
76 C -5.6601 2.8642 5.5813  -0.6068
77 C -6.0251 4.1873 5.3920  -0.3713
78 N 2.6087 -0.2594 -2.6389  0.4192
79 C -4.4779 1.1831 1.5598  -0.9350
80 H 5.7401 -1.3499 -0.3186  0.4450

Calculated values
Relative energy (zero: lowest compared OMol25 entry of this formula, charge and spin) ... 41.3 kJ/mol
HOMO energy ... -8.28 eV
LUMO level ... 0.0168 Ha

---

Record 4
Molecular formula: CH3IOP2
Method: DFT, ωB97M-V/def2-TZVPD

Each line ends with the Mulliken charge.
Element x y z (Å)
1 O 2.4884 1.8775 0.1039  -0.3692
2 C 0.3701 -0.1947 0.3826  -0.8442
3 P -1.0870 -0.1693 -0.9537  -0.0382
4 P 1.1190 1.8865 0.6025  0.5367
5 H 0.0093 -0.5392 1.4859  0.3376
6 H 1.2300 -0.7103 -0.0628  0.3176
7 I -3.1498 -0.6884 0.1873  -0.0334
8 H -0.9798 -1.4622 -1.7458  0.0931

Calculated values
Relative energy (zero: lowest compared OMol25 entry of this formula, charge and spin) ... 133.9 kJ/mol
HOMO energy ... -8.78 eV
LUMO level ... -0.0450 Ha